*w*
8
Properties=species:S:1:pos:R:3:lowdin_charge:R:1 method="wB97M-V/def2-TZVPD" e_lumo_ev=3.01 charge=-1 mol_weight_g_mol=170.01 homo_ev=-4.589
Br -3.2635 -0.2791 -0.1675 0.51
S -1.3337 2.0706 0.4368 0.55
O 0.5014 -0.4247 1.4279 -0.01
O -1.5471 -1.3558 1.7472 -0.14
C -0.6802 -0.5674 1.2961 -0.85
C -1.4772 0.4591 0.2635 -1.04
H -2.4249 1.8526 -2.0896 -0.04
H -2.9707 1.8546 -2.6986 0.03


*x*
8
Properties=species:S:1:pos:R:3:lowdin_charge:R:1 method="wB97M-V/def2-TZVPD" e_lumo_ev="2.97 / 2.97" charge=-1 mol_weight_g_mol=170.01 homo_ev="-4.237 / -4.239"
Br -2.0730 -1.0496 0.1176 0.66
S 1.7267 -1.5997 -0.2260 0.10
O 0.4810 1.5428 -0.8721 0.00
O -1.2032 1.8426 0.5639 0.00
C -0.4754 -0.1422 0.5363 -0.53
C -0.3676 1.2532 -0.0651 -0.95
H 1.8985 -1.3899 -1.5714 -0.32
H 0.0131 -0.4572 1.5168 0.04


It is *w* that is most stable; the runner-up trails by 0.541 eV.


*w*
8
Properties=species:S:1:pos:R:3:lowdin_charge:R:1 method="wB97M-V/def2-TZVPD" e_lumo_ev=2.89 charge=-1 mol_weight_g_mol=170.01 homo_ev=-3.174
Br 3.6687 -0.8727 0.1377 0.52
S -1.2040 -1.1339 -0.2356 -0.36
O 2.3860 1.1635 -1.3259 0.06
O 2.2673 2.7516 0.4749 0.14
C 2.0162 0.2899 -0.3184 -0.48
C 2.3017 1.6999 -0.0990 -0.47
H 1.1047 -0.2468 -0.3621 -0.07
H -0.5411 -0.6770 1.0224 -0.33


*x*
8
Properties=species:S:1:pos:R:3:lowdin_charge:R:1 method="wB97M-V/def2-TZVPD" e_lumo_ev="2.92 / 2.92" charge=-1 mol_weight_g_mol=170.01 homo_ev="-4.861 / -4.862"
Br 2.6282 0.4710 -0.3066 0.65
S -0.6192 1.7669 -0.1049 0.24
O 1.0668 -1.9981 -1.4965 -0.01
O 0.5891 -2.4050 0.6751 -0.03
C 0.9606 -0.2024 0.1236 -0.66
C 0.8299 -1.7767 -0.3545 -0.86
H -1.1547 1.2554 -1.2003 -0.33
H 0.6932 -0.1413 1.2023 0.01


It is *x* that is most stable; the runner-up trails by 0.601 eV.


*w*
8
Properties=species:S:1:pos:R:3:lowdin_charge:R:1 method="wB97M-V/def2-TZVPD" e_lumo_ev="-1.79 / -1.68" mol_weight_g_mol=114.56 homo_ev="-10.352 / -10.190"
Cl -0.7061 2.2825 -0.2568 0.10
S -0.2085 0.3931 0.6618 0.48
O -1.1991 0.0081 1.6067 -0.48
N 1.9752 -1.0303 0.5893 0.06
N -0.6444 -0.5428 -0.6819 -0.29
H 2.6744 -0.2773 0.3499 -0.05
H -1.6780 -0.6644 -0.6122 0.06
H -0.2135 -0.1690 -1.6568 0.12


*x*
8
Properties=species:S:1:pos:R:3:lowdin_charge:R:1 method="wB97M-V/def2-TZVPD" e_lumo_ev=-0.54 mol_weight_g_mol=114.56 homo_ev=-9.901
Cl -0.9912 1.3483 1.5539 -0.03
S -0.1653 0.2733 -0.4449 0.46
O -0.2425 1.2192 -1.5112 -0.32
N -0.9890 -0.9572 -0.1626 -0.24
N 1.2584 -0.1563 -0.0031 -0.11
H 1.1047 -1.0190 0.4449 0.06
H 2.0046 0.3885 0.4536 0.13
H -1.9798 -1.0967 -0.3306 0.05


*y*
8
Properties=species:S:1:pos:R:3:lowdin_charge:R:1 method="wB97M-V/def2-TZVPD" e_lumo_ev=0.23 mol_weight_g_mol=114.56 homo_ev=-10.469
Cl -1.9814 0.8220 0.4645 0.25
S -0.0028 0.4288 -0.1216 0.30
O 0.7688 1.5587 0.5131 -0.42
N 0.0320 0.0519 -1.5375 -0.24
N 0.4163 -0.8534 0.7355 -0.14
H 0.2516 -1.0338 1.7401 0.11
H -0.0284 0.8048 -2.2419 0.06
H 0.5440 -1.7791 0.4479 0.06


It is *y* that is most stable; the runner-up trails by 0.373 eV.


*w*
13
Properties=species:S:1:pos:R:3:lowdin_charge:R:1 method="wB97M-V/def2-TZVPD" e_lumo_ev=-5.00 charge=+1 mol_weight_g_mol=100.10 homo_ev=-14.250
O -0.4811 0.8251 1.9874 0.17
O -2.9722 -0.5706 -0.1223 0.22
N 1.6730 0.5413 0.1527 0.27
C -1.8154 -0.4605 0.0772 -0.24
C 0.1815 0.3395 -0.2856 -0.16
C -0.7832 0.4882 0.8719 -0.24
C -0.5420 -0.9216 -0.6677 -0.03
H -0.8394 -1.2717 -1.6471 0.15
H 1.5981 0.7453 1.1523 0.15
H 2.3389 -0.3367 0.0291 0.24
H -0.1813 1.1540 -1.0121 0.21
H -0.2755 -1.7616 -0.1244 0.12
H 2.0986 1.2294 -0.4115 0.14


*x*
13
Properties=species:S:1:pos:R:3:lowdin_charge:R:1 method="wB97M-V/def2-TZVPD" e_lumo_ev=-5.15 charge=+1 mol_weight_g_mol=100.10 homo_ev=-14.368
O -1.8083 0.8542 -1.4024 0.25
O -1.9479 -2.2234 -0.2482 0.25
N 1.0684 1.3347 0.0322 0.17
C -0.0500 -0.8904 0.7057 -0.07
C -1.2151 -0.0041 -0.9039 -0.17
C 0.5032 0.0246 -0.3516 -0.19
C -1.2389 -1.2944 -0.1718 -0.33
H 0.8914 2.1090 -0.6327 0.18
H 0.5475 1.4741 1.0217 0.23
H 0.4628 -1.8029 0.9744 0.14
H 1.1430 -0.5798 -1.1024 0.19
H 2.0876 1.4469 0.4708 0.23
H -0.4436 -0.4484 1.6081 0.14


*y*
13
Properties=species:S:1:pos:R:3:lowdin_charge:R:1 method="wB97M-V/def2-TZVPD" e_lumo_ev=-5.50 charge=+1 mol_weight_g_mol=100.10 homo_ev=-14.233
O 1.1323 0.5791 2.2355 0.21
O -0.3623 -2.3286 1.8674 0.19
N 0.7732 0.8633 -1.2204 0.19
C -0.0831 0.5297 -0.0273 -0.16
C -0.3151 -1.2929 1.2228 -0.29
C -0.9384 -0.8159 -0.0305 -0.02
C 0.5421 -0.0073 1.3836 -0.20
H -1.9793 -0.3647 0.0541 0.16
H 1.4791 1.6331 -0.8981 0.23
H 1.1523 0.0576 -1.7826 0.19
H 0.0790 1.1977 -1.9673 0.20
H -0.5931 1.4705 0.0749 0.15
H -0.8867 -1.5216 -0.9119 0.16


It is *w* that is most stable; the runner-up trails by 0.093 eV.


*w*
20
Properties=species:S:1:pos:R:3:lowdin_charge:R:1 method="wB97M-V/def2-TZVPD" e_lumo_ev=0.50 mol_weight_g_mol=142.16 homo_ev=-9.182
O -1.4573 1.8376 -0.2767 0.11
O 3.4368 -0.3998 0.5725 -0.06
N 0.0907 -0.8166 -0.7655 -0.02
N 2.1619 1.0822 -0.1552 0.11
C -0.9361 -0.5698 0.2015 -0.28
C -1.7311 0.7350 0.1212 -0.36
C -3.0224 0.0393 0.5159 -0.08
C 2.1740 -0.1276 0.3411 -0.50
C 1.3708 -1.2591 -0.2702 -0.15
C -2.3151 -1.2972 0.1671 -0.11
H 1.3092 -2.0396 0.5099 0.12
H -3.9153 0.3268 -0.0529 0.12
H -2.4401 -2.1272 0.8709 0.11
H -3.2213 0.1505 1.5917 0.12
H 1.9462 -1.6784 -1.1081 0.14
H 3.6973 0.7436 0.1358 0.26
H -0.5291 -0.6390 1.2257 0.17
H -2.5603 -1.6316 -0.8492 0.11
H -0.2361 -1.3686 -1.5475 0.12
H 1.2359 1.3289 -0.5018 0.05


*x*
20
Properties=species:S:1:pos:R:3:lowdin_charge:R:1 method="wB97M-V/def2-TZVPD" e_lumo_ev=0.66 mol_weight_g_mol=142.16 homo_ev=-8.733
O -0.4414 -1.5628 -0.5767 -0.01
O -2.9405 -1.0022 0.9240 0.05
N -3.0579 0.6069 -0.5208 0.14
N 1.2957 -0.3089 1.2905 -0.06
C 0.2726 0.4028 0.6026 -0.22
C 0.1156 0.4701 -0.9035 -0.08
C 2.6000 0.3276 1.2188 -0.12
C -2.3001 -0.1290 0.3084 -0.45
C -0.8674 -0.3205 -0.0500 -0.31
C 0.4529 -0.8866 -1.4974 -0.10
H 2.9848 0.4159 0.1850 0.08
H 0.1042 -1.0131 -2.5297 0.13
H 1.3337 -1.2727 0.9732 0.11
H 1.4895 -1.2400 -1.3979 0.12
H -0.0221 1.3404 1.0852 0.16
H -2.7971 1.5765 -0.6419 0.10
H 2.5417 1.3411 1.6426 0.08
H -4.0397 0.1074 -0.4692 0.18
H 3.3223 -0.2472 1.8126 0.08
H -0.0467 1.3943 -1.4557 0.13


*y*
20
Properties=species:S:1:pos:R:3:lowdin_charge:R:1 method="wB97M-V/def2-TZVPD" e_lumo_ev=-0.01 mol_weight_g_mol=142.16 homo_ev=-9.479
O 1.4656 -2.0635 -0.6177 0.08
O 0.6000 -0.5278 -1.9233 0.04
N 1.2244 -0.7166 -0.9156 -0.28
N 2.5133 -0.5533 2.2343 0.19
C 1.6678 0.1353 -0.0332 -0.22
C 1.3003 1.5401 -0.4807 -0.16
C -2.2065 -0.8082 0.2738 -0.04
C -2.9175 -1.8487 0.7727 -0.02
C 2.2352 -0.2855 1.1488 -0.17
C 0.0315 2.2141 0.1101 -0.05
H 1.5684 -2.6444 -1.3702 0.12
H -2.0014 -0.5379 -0.7106 0.03
H -0.0413 1.7358 1.0123 0.05
H -0.7751 1.9466 -0.4581 0.05
H 0.3006 3.1921 0.1334 0.05
H 1.1686 1.5012 -1.6551 0.14
H 2.2426 2.2574 -0.3423 0.15
H -3.1338 -1.9636 1.7901 0.03
H -3.4423 -2.4294 0.1127 0.01
H -1.8002 -0.1437 0.9186 0.00


It is *x* that is most stable; the runner-up trails by 0.070 eV.


*w*
10
Properties=species:S:1:pos:R:3:lowdin_charge:R:1 method="wB97M-V/def2-TZVPD" e_lumo_ev=-3.76 mol_weight_g_mol=136.98 homo_ev=-9.339
Br 1.5383 1.1996 -2.9604 -0.20
O 2.2383 -0.9572 0.3751 0.12
C 0.3665 0.4014 0.0464 -0.01
C -0.6634 -0.5984 0.2112 -0.03
C 1.7079 0.1130 0.2848 -0.36
H -0.2149 -1.4032 0.8851 0.13
H -1.5739 -0.2360 0.6596 0.10
H -0.9448 -0.8922 -0.7266 0.08
H 2.1430 0.9609 0.5937 0.09
H 0.1783 1.4139 -0.1483 0.08


*x*
10
Properties=species:S:1:pos:R:3:lowdin_charge:R:1 method="wB97M-V/def2-TZVPD" e_lumo_ev=0.91 mol_weight_g_mol=136.98 homo_ev=-9.816
Br -3.0209 0.0906 -0.0361 0.60
O 0.8627 1.5294 0.0441 0.03
C -0.1830 -0.8524 0.0695 -0.12
C -0.1617 0.6285 -0.3546 -0.33
C -1.1391 0.0734 0.6346 -0.62
H -0.6058 0.9000 -1.2890 0.12
H 1.6250 1.1017 0.1814 0.02
H -0.4958 -1.4926 -0.7273 0.10
H 0.4624 -1.2254 0.8014 0.10
H -1.1944 0.0803 1.7656 0.12


*y*
10
Properties=species:S:1:pos:R:3:lowdin_charge:R:1 method="wB97M-V/def2-TZVPD" e_lumo_ev=0.89 mol_weight_g_mol=136.98 homo_ev=-10.189
Br 1.3105 -1.7387 2.2015 0.63
O 0.2546 0.7457 1.1875 -0.04
C 0.4050 0.1138 -0.0253 -0.45
C 0.0598 -0.5988 1.1996 -0.69
C -0.4545 0.5323 -1.1423 -0.07
H -0.7808 -0.4769 -1.7869 0.14
H -1.4239 1.0102 -0.7586 0.10
H 0.1077 1.2423 -1.9159 0.11
H -0.9728 -1.0463 1.3555 0.12
H 1.4943 0.2163 -0.3151 0.15


It is *x* that is most stable; the runner-up trails by 0.205 eV.